[1]
Entry from the OMol25 dataset: a molecular structure, C20H42GeN3O7STi (ωB97M-V/def2-TZVPD).

Last column: Mulliken spin population.
CARTESIAN COORDINATES (ANGSTROEM)
Ti (-0.07, 0.55, -0.74)  1.262
C (-2.64, -1.72, 2.22)  0.001
C (-1.21, -1.93, 1.72)  -0.011
C (-0.30, -2.30, 2.90)  -0.005
C (-1.20, -3.05, 0.69)  0.002
O (-0.74, -0.73, 1.10)  -0.100
Ge (-0.71, 0.92, 2.07)  -0.003
O (-1.45, 1.61, 0.45)  0.089
C (-2.25, 2.80, 0.30)  -0.009
C (-2.52, 3.43, 1.66)  -0.001
C (-1.52, 3.79, -0.60)  0.018
C (-3.57, 2.37, -0.34)  0.004
O (0.97, 1.11, 1.16)  -0.085
C (2.06, 1.86, 1.75)  -0.006
C (2.14, 1.55, 3.24)  0.000
C (1.81, 3.34, 1.51)  0.000
C (3.37, 1.44, 1.09)  0.020
H (-3.07, -2.65, 2.59)  0.000
H (-3.27, -1.35, 1.41)  0.000
H (-2.67, -0.99, 3.04)  0.000
H (-0.73, -3.13, 3.47)  0.000
H (-0.18, -1.45, 3.57)  0.002
H (0.69, -2.62, 2.56)  0.000
H (-1.65, -3.96, 1.09)  -0.001
H (-0.17, -3.29, 0.40)  -0.005
H (-1.75, -2.75, -0.20)  0.013
H (-1.59, 3.74, 2.15)  0.000
H (-3.05, 2.75, 2.33)  0.000
H (-3.13, 4.32, 1.53)  0.000
H (-0.55, 4.04, -0.17)  -0.002
H (-2.10, 4.71, -0.70)  -0.001
H (-1.35, 3.36, -1.59)  0.006
H (-4.07, 1.63, 0.29)  -0.001
H (-3.38, 1.93, -1.32)  -0.002
H (-4.24, 3.23, -0.46)  -0.001
H (1.29, 1.95, 3.79)  0.000
H (3.05, 1.99, 3.66)  0.000
H (2.19, 0.47, 3.40)  0.002
H (0.85, 3.64, 1.95)  -0.001
H (1.80, 3.54, 0.44)  0.000
H (2.59, 3.95, 1.97)  0.000
H (3.64, 0.42, 1.39)  -0.005
H (4.17, 2.10, 1.41)  -0.001
H (3.29, 1.51, 0.00)  0.002
N (1.32, -2.50, -1.57)  0.444
C (2.29, -3.56, -1.70)  -0.006
C (3.58, -3.06, -1.08)  0.059
C (3.29, -2.59, 0.35)  -0.019
N (2.27, -1.58, 0.33)  0.769
H (0.35, -2.70, -1.76)  -0.019
H (1.58, -1.63, -2.03)  -0.033
H (2.44, -3.87, -2.74)  0.023
H (1.92, -4.43, -1.15)  0.005
H (3.95, -2.21, -1.66)  -0.005
H (4.36, -3.82, -1.08)  -0.001
H (4.21, -2.16, 0.77)  0.026
H (2.97, -3.41, 0.99)  -0.001
H (2.41, -0.71, -0.18)  -0.037
H (1.40, -1.63, 0.86)  -0.089
O (0.24, 1.82, -2.33)  -0.038
S (1.74, 1.58, -2.49)  0.012
O (2.11, 1.23, -3.82)  0.003
O (1.79, 0.29, -1.58)  -0.031
O (2.49, 2.63, -1.85)  0.000
C (-3.13, -1.08, -4.00)  0.316
C (-3.51, -0.96, -2.66)  -0.098
C (-2.57, -0.74, -1.69)  0.223
N (-1.22, -0.61, -1.95)  0.127
C (-0.86, -0.78, -3.27)  0.227
C (-1.76, -0.99, -4.28)  -0.119
H (-3.86, -1.24, -4.79)  0.031
H (-4.55, -1.02, -2.36)  -0.004
H (-2.86, -0.61, -0.65)  0.020
H (0.19, -0.68, -3.50)  0.043
H (-1.39, -1.08, -5.29)  -0.007

Output
ΔE to the lowest compared entry with this formula, charge and spin (eV): 0.792
Lowest unoccupied orbital energy (spin up / spin down) (eV): 0.220 / -2.060
HOMO (spin up / spin down) (eV): -5.015 / -8.780
Multiplicity: 4
Molecular weight (g/mol): 589.11
HOMO-LUMO gap (spin up / spin down) (eV): 5.24 / 6.72



[2]
Entry from the OMol25 dataset: a molecular structure, C10H10ClGaNO3 at a distorted geometry (ωB97M-V/def2-TZVPD).

Last column: Mulliken charge in e.
CARTESIAN COORDINATES (ANGSTROEM)
C (2.65, 1.43, 0.30)  -0.596
C (1.74, 1.42, -0.73)  -0.522
C (1.61, 0.07, -1.25)  -0.253
H (1.23, 2.33, -1.06)  0.412
C (2.44, -0.77, -0.51)  -0.984
C (3.00, 0.07, 0.67)  0.504
H (4.08, -0.04, 0.77)  0.383
H (2.67, 2.25, 0.99)  0.422
H (1.08, -0.17, -2.18)  0.526
H (2.61, -1.85, -0.62)  0.335
Ga (-0.80, -0.25, 0.26)  0.370
Cl (-0.53, 0.82, 2.20)  -0.487
C (-3.54, -0.72, 0.16)  -0.526
C (-3.09, -1.87, -0.55)  -0.583
C (-2.81, -1.49, -1.89)  -0.509
H (-3.00, -2.88, -0.13)  0.397
C (-3.10, -0.10, -2.02)  -0.437
C (-3.55, 0.37, -0.75)  -0.662
H (-3.89, 1.38, -0.52)  0.376
H (-3.86, -0.70, 1.20)  0.457
H (-2.46, -2.15, -2.69)  0.358
H (-3.02, 0.50, -2.93)  0.375
O (2.29, 0.36, 4.07)  -0.500
N (2.69, 0.66, 2.91)  0.908
O (3.27, 1.67, 2.49)  -0.491
O (2.28, -0.35, 1.82)  -0.275

Output
Lowest unoccupied orbital energy (eV): 2.177
Total charge: -1
HOMO (eV): -3.560
Multiplicity: 1
Molecular weight (g/mol): 297.37
HOMO-LUMO gap (eV): 5.74



[3]
Entry from the OMol25 dataset: 3 unconnected molecules or ions with the total composition C4H10N2O3 at a distorted geometry (ωB97M-V/def2-TZVPD).

Last column: Mulliken charge in e.
CARTESIAN COORDINATES (ANGSTROEM)
H (1.29, 0.10, 0.87)  0.213
N (1.08, 0.81, 1.62)  -0.439
N (-0.09, 1.10, 1.75)  -0.149
C (-1.13, 0.53, 0.89)  1.076
C (-1.37, 1.55, -0.23)  -1.357
O (-0.77, -0.70, 0.34)  -0.533
O (-2.26, 0.33, 1.68)  -0.567
H (-1.50, 2.54, 0.20)  0.392
H (-2.27, 1.27, -0.76)  0.318
H (-0.53, 1.55, -0.91)  0.349
H (-1.13, -1.39, 0.90)  0.256
H (-2.33, 1.05, 2.32)  0.334
C (2.74, -1.41, -1.08)  -0.129
C (2.51, -1.75, 0.04)  -0.640
H (2.91, -1.06, -2.06)  0.398
H (2.36, -2.10, 1.02)  0.427
O (0.34, -0.50, -2.33)  -0.649
H (0.12, -1.29, -2.82)  0.304
H (0.00, -0.63, -1.44)  0.397

Output
ΔE to the lowest compared entry with this formula, charge and spin (eV): 4.546
Lowest unoccupied orbital energy (eV): 0.576
SMILES string: [H]/N=N\C(C)(O)O.C#C.O
HOMO (eV): -9.106
Multiplicity: 1
Molecular weight (g/mol): 134.14
HOMO-LUMO gap (eV): 9.68



[4]
Entry from the OMol25 dataset: ClH3NOPS in the gas phase at a distorted geometry (ωB97M-V/def2-TZVPD).

Last column: Mulliken charge in e.
CARTESIAN COORDINATES (ANGSTROEM)
N (0.18, 0.20, -0.87)  -0.510
P (-1.08, 0.57, 0.18)  0.681
O (-0.31, 0.53, 1.61)  -0.528
S (-2.83, -1.32, -0.08)  -0.341
Cl (-1.03, 2.58, -0.16)  -0.243
H (0.22, -0.73, -1.08)  0.267
H (0.22, 0.94, -1.66)  0.266
H (-0.64, -0.20, 2.31)  0.408

Output
ΔE to the lowest compared entry with this formula, charge and spin (eV): 3.001
Lowest unoccupied orbital energy (eV): -1.577
SMILES string: N[P@](O)(=S)Cl
HOMO (eV): -8.793
Multiplicity: 1
Molecular weight (g/mol): 131.52
HOMO-LUMO gap (eV): 7.22



[5]
Entry from the OMol25 dataset: 3 unconnected molecules or ions with the total composition C12H34FNO6P2 at a distorted geometry (ωB97M-V/def2-TZVPD).

Last column: Mulliken charge in e.
CARTESIAN COORDINATES (ANGSTROEM)
C (1.82, 2.20, 1.98)  -0.643
C (1.33, 3.21, 0.97)  -0.700
O (0.60, 2.67, -0.11)  -0.654
P (-0.96, 2.06, 0.19)  0.720
O (-1.60, 3.13, -0.83)  -0.512
C (-0.48, 0.39, -0.45)  -0.861
C (-0.35, -0.66, 0.64)  -0.184
F (1.00, -0.86, 0.90)  -0.349
P (-3.07, 1.28, 0.71)  0.747
N (-4.19, 2.23, 0.22)  -0.893
O (-3.30, -0.21, 0.11)  -0.448
O (-3.14, 1.04, 2.32)  -0.498
H (2.75, 1.74, 1.69)  0.167
H (2.00, 2.73, 2.91)  0.375
H (1.08, 1.46, 2.22)  0.171
H (0.81, 4.03, 1.46)  0.350
H (2.21, 3.66, 0.54)  0.436
H (-0.86, 2.48, 1.53)  -0.085
H (-2.09, 2.65, -1.51)  0.384
H (0.49, 0.49, -0.89)  0.564
H (-1.14, 0.06, -1.24)  0.499
H (-0.73, -1.61, 0.28)  0.233
H (-0.82, -0.35, 1.56)  0.304
H (-4.84, 1.73, -0.38)  0.253
H (-3.31, -0.88, 0.82)  0.274
H (-2.86, 1.84, 2.79)  0.340
C (6.27, 4.05, -2.94)  -1.021
C (6.20, 3.65, -1.48)  -0.365
O (4.90, 3.32, -1.03)  -0.369
C (4.26, 2.24, -1.69)  0.229
C (5.01, 0.92, -1.58)  -1.177
H (5.60, 4.90, -3.13)  0.292
H (7.28, 4.35, -3.20)  0.390
H (5.98, 3.24, -3.60)  0.268
H (6.51, 4.49, -0.85)  0.317
H (6.89, 2.83, -1.27)  0.299
H (4.07, 2.49, -2.74)  0.270
H (3.29, 2.14, -1.21)  -0.159
H (5.99, 0.96, -2.06)  0.322
H (4.44, 0.12, -2.06)  0.406
H (5.17, 0.66, -0.53)  0.305
C (-3.22, -5.40, -0.86)  -1.013
C (-2.85, -5.23, 0.60)  -0.361
O (-3.52, -4.16, 1.24)  -0.407
C (-4.94, -4.24, 1.27)  -0.290
C (-5.48, -5.46, 1.99)  -1.139
H (-3.02, -4.48, -1.41)  0.243
H (-2.63, -6.20, -1.30)  0.399
H (-4.27, -5.65, -1.00)  0.262
H (-1.79, -5.00, 0.69)  0.355
H (-3.01, -6.17, 1.15)  0.322
H (-5.34, -4.17, 0.26)  0.340
H (-5.26, -3.34, 1.80)  0.321
H (-5.19, -6.39, 1.49)  0.271
H (-6.57, -5.42, 2.02)  0.395
H (-5.10, -5.51, 3.01)  0.307

Output
ΔE to the lowest compared entry with this formula, charge and spin (eV): 0.000
Lowest unoccupied orbital energy (eV): 0.545
SMILES string: CCO[PH](O)(CCF)P(=N)(O)O.CCOCC.CCOCC
HOMO (eV): -8.268
Multiplicity: 1
Molecular weight (g/mol): 369.35
HOMO-LUMO gap (eV): 8.81



[6]
Entry from the OMol25 dataset: a molecular structure, C11H20Br6O9 at a distorted geometry (ωB97M-V/def2-TZVPD).

Last column: Mulliken charge in e.
CARTESIAN COORDINATES (ANGSTROEM)
C (-7.25, 0.54, 1.79)  -0.584
O (-6.52, 1.11, 2.85)  -0.302
C (-5.96, 0.16, 3.64)  0.799
O (-5.14, 0.40, 4.53)  -0.580
O (-6.34, -1.07, 3.30)  -0.322
C (-6.18, -2.10, 4.26)  -0.616
H (-6.61, 0.01, 1.09)  0.263
H (-7.63, 1.43, 1.34)  0.276
H (-8.08, -0.06, 2.20)  0.261
H (-5.11, -2.19, 4.53)  0.278
H (-6.58, -2.99, 3.77)  0.223
H (-6.70, -1.86, 5.19)  0.303
C (3.88, 0.23, -1.54)  -0.275
O (3.67, 1.35, -2.45)  -0.299
C (3.36, 0.98, -3.69)  0.806
O (3.30, -0.18, -4.08)  -0.596
O (3.04, 2.12, -4.45)  -0.276
C (2.64, 1.72, -5.79)  -0.696
H (2.90, 0.01, -1.13)  -0.015
H (4.64, 0.58, -0.84)  0.170
H (4.16, -0.61, -2.18)  0.362
H (3.53, 1.62, -6.40)  0.281
H (1.91, 2.46, -6.10)  0.223
H (2.18, 0.73, -5.80)  0.342
C (2.83, -3.97, 1.24)  -0.673
O (2.11, -2.74, 1.47)  -0.275
C (2.90, -1.63, 1.59)  0.846
O (2.41, -0.53, 1.46)  -0.577
O (4.14, -1.96, 1.78)  -0.341
C (5.07, -1.04, 2.25)  -0.737
H (3.46, -3.97, 0.38)  0.324
H (2.02, -4.71, 1.23)  0.241
H (3.55, -4.19, 2.04)  0.281
H (6.07, -1.36, 2.03)  0.292
H (5.10, -0.92, 3.32)  0.315
H (4.89, 0.00, 1.91)  0.306
C (-0.78, 4.74, -2.26)  -0.389
Br (0.57, 4.33, -3.54)  0.056
Br (-1.91, 6.27, -2.70)  -0.061
Br (-0.07, 4.98, -0.47)  0.015
H (-1.42, 3.84, -2.25)  0.310
C (-0.28, -0.37, -0.60)  0.658
Br (0.03, 1.35, -1.55)  0.058
Br (-0.78, -1.67, -1.92)  -0.019
Br (-1.65, -0.26, 0.68)  -0.018
H (0.66, -0.59, -0.14)  -0.641

Output
ΔE to the lowest compared entry with this formula, charge and spin (eV): 0.000
Lowest unoccupied orbital energy (eV): 0.197
HOMO (eV): -9.824
Multiplicity: 1
Molecular weight (g/mol): 775.70
HOMO-LUMO gap (eV): 10.02